1.
Formula: C25H41BrClNO4P2PdTe
Source: the OMol25 dataset
Level of theory: ωB97M-V/def2-TZVPD

Calculated values
Spin multiplicity ... 5
Total charge ... +2

CARTESIAN COORDINATES (ANGSTROEM)
Pd (-0.6012, 0.3933, 0.2495)
O (-0.3168, 6.6983, 2.3160)
C (-0.3397, 5.4520, 1.8533)
C (0.1894, 4.3482, 2.5239)
C (0.0947, 3.1124, 1.9281)
N (-0.4764, 2.8853, 0.7315)
C (-0.9631, 3.9589, 0.1259)
Br (-1.7608, 3.7276, -1.5877)
C (-0.9322, 5.2464, 0.6079)
H (0.0952, 6.7584, 3.1863)
H (0.6631, 4.4497, 3.4920)
H (0.5004, 2.2499, 2.4390)
H (-1.3507, 6.0770, 0.0582)
C (-2.2946, -3.1081, 0.2448)
C (-0.9542, -3.1932, 0.9760)
C (-0.4353, -4.6357, 0.9284)
P (0.2207, -1.9008, 0.3889)
C (1.5316, -1.6631, 1.6719)
C (2.0461, -2.9171, 2.3811)
C (1.0258, -0.6605, 2.7145)
C (1.0404, -2.4091, -1.1800)
C (2.1947, -3.4021, -1.0211)
C (0.0381, -2.8967, -2.2299)
H (-3.0278, -3.7282, 0.7624)
H (-2.2137, -3.4842, -0.7744)
H (-2.6754, -2.0914, 0.2076)
H (-1.1163, -2.9054, 2.0223)
H (-0.3527, -4.9881, -0.0997)
H (-1.1629, -5.2774, 1.4285)
H (0.5205, -4.7784, 1.4212)
H (2.3488, -1.1914, 1.1190)
H (1.2711, -3.3636, 3.0052)
H (2.8659, -2.6281, 3.0410)
H (2.4255, -3.6747, 1.7010)
H (0.1018, -0.9989, 3.1900)
H (0.8577, 0.3207, 2.2649)
H (1.7699, -0.5280, 3.5014)
H (1.4749, -1.4712, -1.5309)
H (1.8585, -4.3607, -0.6264)
H (2.9860, -3.0165, -0.3804)
H (2.6299, -3.5901, -2.0047)
H (-0.2918, -3.9141, -2.0231)
H (0.5165, -2.9038, -3.2108)
H (-0.8545, -2.2700, -2.2941)
C (3.6652, 1.0746, -4.7215)
C (3.5635, 0.5369, -3.3207)
O (2.1323, 0.3468, -2.9731)
P (1.3843, 1.2476, -1.9514)
O (1.5228, 0.9219, -0.4968)
Te (-0.9568, 0.6370, -2.4310)
O (1.7194, 2.7127, -2.3405)
C (2.1017, 3.7922, -1.4144)
C (3.5895, 4.0149, -1.4920)
H (4.7182, 1.1725, -4.9884)
H (3.1963, 2.0550, -4.8004)
H (3.1941, 0.3959, -5.4312)
H (4.0148, 1.2032, -2.5863)
H (4.0036, -0.4509, -3.2165)
H (1.7858, 3.5154, -0.4116)
H (1.5382, 4.6565, -1.7557)
H (4.1374, 3.1516, -1.1115)
H (3.8513, 4.8746, -0.8740)
H (3.9042, 4.2227, -2.5138)
Cl (-6.7229, -3.2673, 0.9560)
C (-5.6127, -1.9697, 1.0185)
C (-4.9648, -1.6733, 2.2249)
C (-4.0588, -0.6484, 2.2727)
C (-3.7715, 0.1362, 1.1166)
C (-2.8939, 1.2218, 1.1732)
C (-4.4640, -0.1869, -0.0882)
C (-5.3644, -1.2182, -0.1364)
H (-5.1944, -2.2559, 3.1073)
H (-3.5658, -0.4051, 3.2065)
H (-2.8649, 1.9128, 0.3421)
H (-2.5394, 1.5731, 2.1337)
H (-4.2961, 0.4241, -0.9677)
H (-5.8990, -1.4521, -1.0473)

2.
Formula: C25H41BrN7O7ReS
Source: the OMol25 dataset
Level of theory: ωB97M-V/def2-TZVPD

Calculated values
Spin multiplicity ... 2
Total charge ... +3

CARTESIAN COORDINATES (ANGSTROEM)
Re (1.2193, -0.2429, -0.7187)
C (3.5325, 0.1570, 2.4068)
O (3.2582, -0.5672, 1.1964)
C (4.1539, -1.6696, 1.0530)
C (3.7985, -2.4081, -0.2241)
O (2.3801, -2.3862, -0.4393)
C (1.6874, -3.2809, 0.4525)
C (1.2053, -2.5534, 1.6707)
O (0.3946, -1.4691, 1.2270)
C (-0.1139, -0.7346, 2.3619)
H (4.5207, 0.6224, 2.3620)
H (3.5053, -0.5121, 3.2692)
H (2.7742, 0.9245, 2.5083)
H (4.0676, -2.3241, 1.9260)
H (5.1899, -1.3242, 1.0012)
H (4.1693, -3.4325, -0.1843)
H (4.2274, -1.9178, -1.0857)
H (2.3389, -4.1058, 0.7430)
H (0.8378, -3.6923, -0.0930)
H (2.0435, -2.1868, 2.2667)
H (0.6047, -3.2214, 2.2920)
H (-0.6423, -1.4154, 3.0301)
H (-0.8076, 0.0070, 1.9894)
H (0.6987, -0.2551, 2.9110)
C (-2.7206, -2.4741, -3.9329)
N (-1.6323, -2.5925, -2.9516)
C (-1.3345, -3.9306, -2.4326)
C (-0.8802, -1.5549, -2.6207)
N (0.2360, -1.6553, -1.9023)
N (-1.3018, -0.3306, -3.0694)
C (-0.7192, 0.8856, -2.8138)
N (-1.2586, 1.9358, -3.4048)
N (0.3477, 0.9833, -2.0619)
H (-3.1599, -3.4532, -4.0857)
H (-2.3474, -2.1335, -4.9014)
H (-3.5160, -1.8131, -3.5807)
H (-2.2483, -4.5168, -2.4355)
H (-0.9924, -3.8794, -1.4000)
H (-0.5957, -4.4467, -3.0497)
H (0.5078, -2.6128, -1.7324)
H (-2.1176, -0.3289, -3.6604)
H (-2.1027, 1.8944, -3.9540)
H (-0.9550, 2.8608, -3.1305)
H (0.6807, 1.9457, -1.8963)
Br (3.9687, -0.9963, -5.7726)
C (3.9858, -0.1989, -4.0740)
C (5.0654, 0.5560, -3.6256)
C (4.9766, 1.1520, -2.3767)
C (3.8492, 0.9633, -1.6031)
N (2.8365, 0.1842, -2.0208)
C (2.8947, -0.3706, -3.2449)
H (5.9434, 0.6781, -4.2465)
H (5.7832, 1.7690, -2.0056)
H (3.7402, 1.4575, -0.6501)
H (2.0528, -0.9627, -3.5703)
C (-5.8672, -0.4233, 4.2080)
C (-5.1460, 0.5223, 3.2968)
C (-4.3870, 0.0597, 2.2224)
C (-3.6601, 0.9421, 1.4365)
C (-3.6885, 2.2992, 1.7278)
C (-4.4663, 2.7883, 2.7700)
C (-5.2027, 1.9002, 3.5296)
S (-2.6916, 3.4054, 0.7720)
O (-3.4594, 4.4812, 0.2423)
O (-1.9585, 2.5715, -0.1591)
N (-1.6505, 4.0310, 1.8679)
C (-0.4571, 3.3388, 2.3572)
C (0.8513, 3.5008, 1.5211)
C (1.1145, 2.5765, 0.3433)
O (1.3819, 3.0074, -0.7641)
O (1.1978, 1.2653, 0.6321)
H (-5.6021, -1.4618, 4.0225)
H (-6.9480, -0.3142, 4.0906)
H (-5.6577, -0.1824, 5.2506)
H (-4.3557, -1.0043, 2.0119)
H (-3.0622, 0.6045, 0.5974)
H (-4.4948, 3.8525, 2.9703)
H (-5.8351, 2.2716, 4.3269)
H (-1.6075, 5.0434, 1.8578)
H (-0.7076, 2.2841, 2.4782)
H (-0.2575, 3.7501, 3.3448)
H (1.6937, 3.3503, 2.2014)
H (0.8932, 4.5137, 1.1289)

3.
Formula: C25H41Cl3N3O3SSiV
Source: the OMol25 dataset
Level of theory: ωB97M-V/def2-TZVPD

Calculated values
Spin multiplicity ... 4
Total charge ... -1

CARTESIAN COORDINATES (ANGSTROEM)
C (-1.4789, -2.1589, -2.9621)
C (-1.0000, -3.0732, -1.8828)
H (-1.1515, -2.5110, -3.9449)
H (-1.1096, -1.1332, -2.8095)
H (-2.5806, -2.1206, -2.9809)
C (-0.4683, -4.2886, -2.0831)
C (-0.2183, -4.9073, -3.4131)
H (-0.2408, -4.9315, -1.2320)
H (-0.3518, -4.2179, -4.2520)
H (-0.8864, -5.7627, -3.5743)
H (0.8038, -5.3013, -3.4609)
V (0.0184, 0.1898, 0.3488)
Cl (-2.2592, 0.3076, 0.9238)
Cl (-0.0840, 1.2053, -1.6406)
H (0.7506, 4.0617, 3.9868)
H (-1.2745, 5.3831, 3.0286)
C (1.0600, 3.9993, 2.9345)
C (-0.9691, 5.0859, 2.0151)
N (-0.1227, 3.8992, 2.0821)
H (1.7110, 3.1344, 2.7897)
C (-0.3921, 2.8047, 1.3855)
O (0.3321, 1.7591, 1.4800)
H (-1.8555, 4.8652, 1.4113)
H (-1.2797, 2.8143, 0.7387)
H (1.5953, 4.9239, 2.6830)
H (-0.4139, 5.9214, 1.5625)
H (1.4961, -1.8282, -2.7067)
H (2.5238, -3.8784, -1.1623)
C (2.4181, -1.3143, -2.3972)
C (3.3372, -3.1497, -1.0234)
N (2.8329, -1.7855, -1.0787)
H (2.2493, -0.2340, -2.3869)
C (2.6772, -1.0772, 0.0394)
O (2.0988, 0.0439, 0.0938)
H (3.8026, -3.3133, -0.0448)
H (3.0589, -1.5560, 0.9602)
H (3.2095, -1.5817, -3.1070)
H (4.0738, -3.2951, -1.8217)
O (-0.1229, -1.5526, -0.3068)
C (-1.1226, -2.5094, -0.4698)
C (0.2289, -4.0377, 1.0473)
C (-1.0092, -3.5395, 0.6558)
H (1.1374, -3.6012, 0.6128)
C (0.2933, -5.0724, 1.9875)
H (-2.1076, -2.0194, -0.3943)
C (-2.1825, -3.9934, 1.2593)
H (1.2710, -5.4704, 2.2642)
C (-0.8854, -5.5930, 2.5313)
C (-2.1207, -5.0264, 2.1974)
H (-3.1265, -3.5363, 0.9492)
H (-0.8348, -6.4381, 3.2223)
H (-3.0443, -5.3981, 2.6428)
Si (-0.2950, 3.9374, -3.8644)
Cl (-0.4715, 1.9607, -4.6146)
C (1.5335, 4.3041, -3.6807)
C (-1.4563, 4.2102, -2.4346)
C (-0.8496, 5.0316, -5.3097)
H (2.0723, 3.4703, -3.2165)
H (1.7104, 5.2145, -3.0914)
H (1.9517, 4.4759, -4.6849)
H (-0.1420, 4.9220, -6.1402)
H (-0.8829, 6.0947, -5.0300)
H (-1.8437, 4.7354, -5.6608)
H (-1.3286, 3.4671, -1.6423)
H (-2.4919, 4.1505, -2.7952)
H (-1.3127, 5.2113, -2.0053)
S (0.4914, -1.1033, 2.6117)
C (0.0521, -0.0380, 3.8339)
N (-1.2853, 0.1387, 4.1062)
C (-1.7405, 0.9653, 5.0896)
C (-0.8360, 1.6840, 5.8487)
C (0.5419, 1.5497, 5.5881)
C (0.9741, 0.6965, 4.5828)
H (-1.9520, -0.2966, 3.4668)
H (-2.8198, 0.9945, 5.2208)
H (-1.1969, 2.3464, 6.6302)
H (1.2663, 2.1104, 6.1731)
H (2.0243, 0.5755, 4.3205)

Per-record relative energy (zero: lowest compared OMol25 entry of this formula, charge and spin), kJ/mol: 0.00 56.33 0.00